[1]
Here is a cluster of 2 separate species, C8H20 in total in a non-equilibrium geometry from the Open Molecules 2025 dataset. Energies are from wB97M-V/def2-TZVPD.

The SMILES is CC(C)C.CC(C)C. As for the spin multiplicity: 1. As for the total charge: 0. The energy comes out at -316.7810 Ha. For the energy relative to the best compared isomer or geometry (same formula, charge and spin), the calculation gives 0.615 eV.

```
28
C8H20 | the Open Molecules 2025 dataset | wB97M-V/def2-TZVPD
C -0.77238 -3.25903 1.31656
C -0.87800 -1.83620 0.73400
C -1.92514 -0.95976 1.50788
C 0.53051 -1.15623 0.87637
H -1.74423 -3.78012 1.29258
H -0.48129 -3.10568 2.36935
H -0.01705 -3.90080 0.83260
H -1.21845 -1.88996 -0.32009
H -1.72274 -0.91775 2.59133
H -2.88987 -1.47055 1.34975
H -2.00610 0.07143 1.12486
H 0.51817 -0.09724 0.56812
H 1.31286 -1.68064 0.30231
H 0.78634 -1.20774 1.94805
C 1.40332 2.06555 0.06623
C 0.85112 2.13257 -1.29790
C 1.45385 1.04050 -2.29452
C -0.66406 2.10450 -1.21395
H 0.86709 2.71931 0.77451
H 2.46142 2.37533 0.03350
H 1.35181 1.02802 0.43704
H 1.13821 3.10889 -1.73867
H 2.55581 1.03306 -2.24703
H 1.14793 1.20851 -3.34084
H 1.08120 0.05333 -1.97320
H -1.07437 1.16960 -0.79656
H -0.99515 2.19696 -2.26202
H -1.07080 2.95422 -0.64024
```

List of natural (NBO) charges in e, atom by atom: number 1, C, carries -0.61; number 2, C, carries -0.21; number 3, C, carries -0.61; number 4, C, carries -0.61; number 5, H, carries 0.21; number 6, H, carries 0.20; number 7, H, carries 0.21; number 8, H, carries 0.19; number 9, H, carries 0.20; number 10, H, carries 0.21; number 11, H, carries 0.21; number 12, H, carries 0.20; number 13, H, carries 0.21; number 14, H, carries 0.20; number 15, C, carries -0.60; number 16, C, carries -0.21; number 17, C, carries -0.61; number 18, C, carries -0.61; number 19, H, carries 0.21; number 20, H, carries 0.21; number 21, H, carries 0.20; number 22, H, carries 0.19; number 23, H, carries 0.21; number 24, H, carries 0.21; number 25, H, carries 0.20; number 26, H, carries 0.20; number 27, H, carries 0.21; number 28, H, carries 0.21


[2]
Here is a structure of composition C32H44FN6NaO6PS3 in a non-equilibrium geometry from the Open Molecules 2025 dataset. Energies are from wB97M-V/def2-TZVPD.

As for the spin multiplicity: 1. As for the total charge: -1. The energy comes out at -3823.8702 Ha.

```
94
C32H44FN6NaO6PS3 | the Open Molecules 2025 dataset | wB97M-V/def2-TZVPD
Na -0.87967 0.97532 -1.21810
C -5.64863 -0.49649 -1.81631
C -5.33571 0.88090 -1.92564
S -4.02087 -0.41575 -0.83135
C -4.60809 -0.39970 0.89929
C -3.97392 -1.48337 1.76475
S -2.18445 -1.61309 1.52518
C -1.83300 -3.29586 1.04224
C -2.56232 -3.61878 -0.27680
S -1.61331 -3.58389 -1.81789
H -5.54363 -1.11222 -2.72834
H -6.47227 -0.83225 -1.17027
H -5.73210 1.64548 -1.20714
H -4.81512 1.30058 -2.78544
H -5.69739 -0.43399 0.78672
H -4.22989 0.56963 1.25281
H -4.43490 -2.48424 1.65772
H -4.04244 -1.19541 2.82612
H -2.21304 -3.86842 1.87534
H -0.75912 -3.44530 0.92114
H -3.29816 -2.79055 -0.44478
H -3.09533 -4.57155 -0.28720
C 0.14236 2.90450 5.98004
C 1.49556 2.34706 5.50241
C 2.03623 1.22498 6.39035
C 3.42401 0.77887 5.86734
C 3.41913 0.43403 4.34431
C 4.37852 -0.34753 3.76853
C 4.21625 -0.74095 2.44415
F 5.14876 -1.65538 2.00811
C 3.23750 -0.27202 1.59731
C 2.18916 0.51212 2.14352
C 1.02858 0.90321 1.33924
O 0.80722 0.48320 0.15256
C 0.15472 1.89824 1.98225
C 0.30180 2.19554 3.32506
N 1.32016 1.71578 4.12019
C 2.31167 0.89861 3.55876
C -1.00340 2.53048 1.24670
O -2.06138 2.83006 1.85152
O -0.76537 2.89023 0.01231
H 0.21034 3.20342 7.04590
H -0.62699 2.12873 5.92409
H -0.22591 3.79501 5.48034
H 2.21430 3.18127 5.44461
H 1.39046 0.35431 6.45205
H 2.19096 1.59973 7.47023
H 3.76030 -0.12955 6.40005
H 4.18361 1.59738 6.08177
H 5.25291 -0.60789 4.34512
H 3.25855 -0.44095 0.52142
H -0.45802 2.81947 3.79571
N -2.59872 4.17101 -0.99456
C -2.22004 4.51479 -2.36831
P -2.68613 3.06453 -3.40753
O -4.16531 3.09191 -3.75569
O -2.06899 1.81155 -2.77910
C -1.60770 3.27881 -4.85327
N -1.10612 1.94171 -5.28816
H -3.48499 3.66694 -1.03452
H -2.88495 4.98157 -0.40894
H -1.62320 3.60591 -0.38105
H -1.11552 4.64095 -2.38439
H -2.72353 5.41698 -2.69593
H -0.75528 3.93087 -4.66380
H -2.20436 3.74959 -5.65683
H -0.37328 1.95858 -6.06932
H -1.87760 1.31343 -5.62759
H -0.62822 1.46722 -4.47965
N 2.28631 -0.23077 -2.18358
C 1.61777 0.23647 -3.26927
O 0.41850 0.62073 -3.20360
C 2.34564 0.26965 -4.50537
C 3.66647 -0.15302 -4.48431
N 4.77004 -0.43723 -4.21270
C 1.71050 0.77072 -5.62489
N 1.12344 1.16678 -6.55924
H 1.82366 -0.06704 -1.27152
H 3.30013 -0.09696 -2.13658
C 2.85225 -5.91152 -1.78070
C 2.60221 -4.47407 -1.35397
C 3.10532 -3.44059 -2.32408
C 3.17333 -4.29871 0.07995
C 1.12173 -4.28929 -1.40534
C -0.08075 -4.03929 -1.47342
H 3.94430 -6.11847 -1.82812
H 2.38322 -6.10845 -2.74891
H 2.45800 -6.60823 -1.04823
H 4.21390 -3.35180 -2.34108
H 2.74187 -2.43900 -2.01475
H 2.74728 -3.59293 -3.31754
H 4.24793 -4.42889 -0.01058
H 2.72878 -5.05159 0.77173
H 2.88353 -3.29591 0.45674
```

List of Löwdin charges in e, atom by atom: number 1, Na, carries 0.33; number 2, C, carries -0.40; number 3, C, carries -0.31; number 4, S, carries 0.90; number 5, C, carries -0.48; number 6, C, carries -0.53; number 7, S, carries 0.86; number 8, C, carries -0.51; number 9, C, carries -0.55; number 10, S, carries 0.90; number 11, H, carries 0.08; number 12, H, carries 0.07; number 13, H, carries 0.07; number 14, H, carries 0.01; number 15, H, carries 0.07; number 16, H, carries 0.07; number 17, H, carries 0.09; number 18, H, carries 0.07; number 19, H, carries 0.06; number 20, H, carries 0.06; number 21, H, carries -0.01; number 22, H, carries 0.06; number 23, C, carries -0.08; number 24, C, carries -0.29; number 25, C, carries -0.17; number 26, C, carries -0.15; number 27, C, carries -0.18; number 28, C, carries -0.04; number 29, C, carries -0.28; number 30, F, carries 0.01; number 31, C, carries 0.02; number 32, C, carries -0.05; number 33, C, carries -0.33; number 34, O, carries -0.13; number 35, C, carries -0.04; number 36, C, carries -0.02; number 37, N, carries 0.00; number 38, C, carries -0.07; number 39, C, carries -0.51; number 40, O, carries 0.00; number 41, O, carries -0.02; number 42, H, carries 0.08; number 43, H, carries 0.09; number 44, H, carries 0.07; number 45, H, carries 0.15; number 46, H, carries 0.12; number 47, H, carries 0.13; number 48, H, carries 0.11; number 49, H, carries 0.12; number 50, H, carries 0.11; number 51, H, carries 0.10; number 52, H, carries 0.10; number 53, N, carries 0.02; number 54, C, carries -0.25; number 55, P, carries 0.44; number 56, O, carries -0.37; number 57, O, carries -0.38; number 58, C, carries -0.21; number 59, N, carries 0.09; number 60, H, carries 0.12; number 61, H, carries 0.14; number 62, H, carries 0.05; number 63, H, carries 0.11; number 64, H, carries 0.09; number 65, H, carries 0.10; number 66, H, carries 0.10; number 67, H, carries 0.08; number 68, H, carries 0.18; number 69, H, carries 0.09; number 70, N, carries 0.17; number 71, C, carries -0.47; number 72, O, carries -0.04; number 73, C, carries -0.22; number 74, C, carries -0.26; number 75, N, carries 0.12; number 76, C, carries -0.21; number 77, N, carries 0.10; number 78, H, carries 0.07; number 79, H, carries 0.10; number 80, C, carries -0.07; number 81, C, carries -0.62; number 82, C, carries -0.06; number 83, C, carries -0.03; number 84, C, carries -0.03; number 85, C, carries -0.47; number 86, H, carries 0.09; number 87, H, carries 0.09; number 88, H, carries 0.08; number 89, H, carries 0.10; number 90, H, carries 0.07; number 91, H, carries 0.08; number 92, H, carries 0.08; number 93, H, carries 0.09; number 94, H, carries 0.09


total charge of number 2 (C32H44FN6NaO6PS3)? -1


Which of these has the highest total charge? C8H20


What is the formula in the first record? C8H20


Which value of spin multiplicity does entry 1 give? 1